1.
DFT (ωB97M-V with the def2-TZVPD basis set) results for a single C7H7ClOS2 molecule in a non-equilibrium geometry.

Computed properties:
DFT total energy	-43605.9172	eV
charge	0
2S+1	3

```
18
Properties=species:S:1:pos:R:3:lowdin_charge:R:1
C -0.86607 0.30668 -1.19810 -0.003
C -0.89602 -0.39097 1.09393 0.007
C 0.55916 0.45689 -1.19220 -0.043
C 0.61006 -0.34046 1.16200 0.015
C -1.49471 -0.00297 -0.03890 -0.323
C 1.17364 0.02606 -0.04115 -0.219
C -3.01223 -0.04840 -0.03344 -0.055
O 3.58980 0.61962 1.43582 -0.490
S 4.31512 1.20714 -1.22852 0.237
S 3.38211 0.24265 0.11546 -0.040
Cl 3.75695 -1.84879 -0.01066 0.169
H -1.43129 0.88857 -1.96983 0.143
H -1.44198 -0.58759 2.01354 0.122
H 1.11380 0.72696 -2.10365 0.113
H 1.04567 -0.89193 1.96280 0.104
H -3.44950 0.47077 0.81493 0.075
H -3.47015 0.17789 -1.04650 0.098
H -3.48439 -1.01214 0.26447 0.089
```

***

2.
DFT (ωB97M-V with the def2-TZVPD basis set) results for a molecular structure, C3H4BaLiO4 in a non-equilibrium geometry.

Computed properties:
charge	+1
energy relative to the best compared isomer or geometry (same formula, charge and spin)	0.083	eV

```
13
Properties=species:S:1:pos:R:3:lowdin_charge:R:1
O -1.51930 -1.72373 -2.17154 0.093
C -0.60995 -1.00904 -1.76554 -0.734
C 0.11623 0.16065 1.19976 -0.282
O -0.33702 0.18273 -2.14530 -0.473
O 0.01876 -1.47650 -0.66167 0.011
C 0.85853 -0.70709 0.19305 -0.171
H -0.69708 -0.41597 1.67209 0.131
H 0.84108 0.33647 2.01507 0.114
H 1.44084 -1.44761 0.75665 0.142
H 1.58385 -0.14284 -0.41331 0.125
O -0.35129 1.45795 0.71359 -0.831
Ba -0.38955 2.21930 -1.40117 2.047
Li -0.95509 2.56569 2.00830 0.827
```